{
  "formula": "C30H44LaN7O2PS",
  "method": "ωB97M-V/def2-TZVPD",
  "orbital_gap_ev": 8.43,
  "e_above_lowest_kcal_mol": 0.0,
  "max_force_ev_per_a": 0.8,
  "homo_energy_ev": -15.737,
  "charge": 3,
  "energy_ha": -2473.8518,
  "species": ["La", "N", "C", "C", "C", "C", "N", "C", "N", "N", "C", "O", "O", "H", "H", "H", "H", "H", "H", "H", "H", "H", "H", "H", "H", "H", "H", "N", "C", "C", "C", "C", "C", "C", "N", "C", "C", "C", "S", "C", "N", "H", "H", "H", "H", "H", "H", "H", "C", "C", "C", "C", "P", "C", "C", "C", "C", "C", "C", "C", "C", "C", "C", "H", "H", "H", "H", "H", "H", "H", "H", "H", "H", "H", "H", "H", "H", "H", "H", "H", "H", "H", "H", "H", "H", "H"],
  "coordinates": [[0.2857, -0.8002, 0.2137], [-2.0768, 0.0483, -0.8695], [-1.9970, 1.5184, -1.0910], [-3.3356, 2.1763, -0.7037], [-3.4529, 3.6981, -0.6207], [-3.3645, 4.4778, -1.9392], [-2.0635, 5.1010, -2.1668], [-1.6556, 6.2197, -1.5786], [-2.4536, 6.8836, -0.7439], [-0.4289, 6.6828, -1.8100], [-0.7984, 2.1095, -0.3334], [-0.3771, 3.2113, -0.5726], [-0.2815, 1.2836, 0.5658], [-2.5224, -0.3862, -1.6734], [-2.7345, -0.1069, -0.1030], [-1.7719, 1.6610, -2.1533], [-3.6078, 1.7895, 0.2847], [-4.0982, 1.7904, -1.3867], [-2.7332, 4.1066, 0.0906], [-4.4373, 3.8823, -0.1834], [-4.1260, 5.2598, -1.9880], [-3.5736, 3.8491, -2.8064], [-1.4029, 4.6338, -2.7627], [-3.4020, 6.5942, -0.5820], [-2.1818, 7.7742, -0.3618], [0.1974, 6.2003, -2.4303], [-0.1028, 7.5399, -1.3973], [3.9836, -0.4483, -2.5487], [4.6121, 0.1754, -1.4752], [5.8954, 0.6903, -1.3290], [6.1860, 1.2397, -0.0973], [5.2398, 1.2760, 0.9426], [3.9696, 0.7633, 0.7863], [3.6633, 0.2050, -0.4537], [2.4858, -0.3934, -0.9121], [2.7375, -0.7640, -2.1580], [1.7337, -1.4627, -2.9575], [1.8401, -1.9761, -4.2139], [0.3774, -2.7278, -4.6651], [-0.2864, -2.3237, -3.1659], [0.5052, -1.6603, -2.3531], [4.3968, -0.6398, -3.4474], [6.6289, 0.6605, -2.1207], [7.1691, 1.6523, 0.0761], [5.5238, 1.7173, 1.8867], [3.2596, 0.8000, 1.6048], [2.6808, -1.9615, -4.8852], [-1.2951, -2.6088, -2.9086], [1.6046, -4.5972, 1.7413], [1.8699, -3.5156, 2.7922], [2.2190, -4.1787, 4.1301], [3.0831, -2.6818, 2.3460], [0.4707, -2.3040, 2.8259], [0.7401, -1.1638, 4.1988], [0.7897, -1.5713, 5.5363], [0.9857, -0.6466, 6.5462], [1.1396, 0.6988, 6.2391], [1.0838, 1.1228, 4.9201], [0.8833, 0.1945, 3.9091], [-1.2133, -3.0688, 3.0253], [-1.7074, -3.5203, 1.6394], [-1.3018, -4.2495, 3.9932], [-2.1475, -1.9446, 3.4922], [2.5201, -5.1679, 1.5863], [1.3162, -4.1865, 0.7646], [0.8316, -5.2982, 2.0526], [3.0285, -4.8893, 3.9636], [1.3830, -4.7254, 4.5600], [2.5723, -3.4496, 4.8568], [3.9687, -3.3177, 2.3166], [3.2864, -1.8531, 3.0273], [2.9670, -2.2728, 1.3309], [0.6748, -2.6139, 5.7938], [1.0200, -0.9736, 7.5754], [1.2974, 1.4157, 7.0319], [1.1917, 2.1713, 4.6825], [0.8058, 0.5804, 2.8897], [-1.0942, -4.2863, 1.1699], [-1.8062, -2.6706, 0.9322], [-2.7246, -3.9076, 1.7232], [-0.7202, -5.1043, 3.6514], [-2.3393, -4.5718, 4.0793], [-0.9605, -3.9783, 4.9908], [-2.0876, -1.0579, 2.8442], [-1.9269, -1.6073, 4.5030], [-3.1761, -2.3038, 3.4608]],
  "forces_ev_per_angstrom": [[0.0, -0.6, -0.5], [0.0, -0.2, 0.2], [0.0, 0.2, -0.1], [0.0, -0.1, 0.0], [-0.2, 0.0, 0.1], [0.0, 0.0, -0.1], [-0.1, 0.2, -0.2], [0.0, 0.0, 0.1], [-0.1, 0.0, 0.0], [0.0, 0.0, -0.1], [0.1, -0.3, 0.4], [-0.1, 0.1, -0.2], [-0.1, 0.8, -0.1], [0.0, 0.0, 0.0], [0.0, 0.0, -0.1], [-0.1, 0.1, 0.1], [0.1, 0.0, 0.0], [0.0, 0.0, 0.0], [0.1, -0.1, 0.0], [0.0, 0.0, 0.0], [0.0, 0.0, 0.1], [0.1, 0.0, 0.1], [0.1, -0.1, 0.1], [0.0, 0.0, 0.0], [0.0, 0.0, 0.0], [0.0, 0.0, 0.0], [0.0, 0.0, 0.0], [-0.2, 0.0, 0.2], [0.1, 0.0, -0.1], [-0.1, 0.0, 0.2], [0.0, 0.0, 0.0], [0.0, 0.0, 0.0], [0.1, 0.0, 0.0], [0.0, 0.0, 0.0], [0.3, 0.0, 0.0], [-0.1, -0.2, -0.2], [0.0, 0.0, 0.0], [-0.1, 0.0, 0.1], [0.1, 0.0, 0.0], [0.0, 0.1, 0.2], [0.0, -0.2, -0.1], [0.0, 0.0, 0.0], [0.0, 0.0, -0.1], [0.0, 0.0, 0.0], [0.0, 0.0, 0.0], [0.0, 0.0, 0.0], [0.1, 0.0, 0.0], [0.0, 0.0, 0.0], [-0.1, 0.0, 0.0], [0.3, -0.1, 0.0], [-0.1, 0.1, 0.0], [0.0, 0.1, -0.1], [-0.1, 0.0, 0.0], [0.0, 0.0, 0.1], [0.0, 0.0, -0.1], [0.0, 0.0, 0.0], [0.0, 0.0, 0.0], [0.0, -0.1, 0.1], [-0.1, 0.1, -0.1], [-0.2, -0.1, 0.0], [0.0, 0.2, -0.1], [0.1, 0.0, 0.0], [0.0, 0.1, 0.0], [0.0, 0.0, 0.0], [0.0, 0.0, 0.0], [0.0, 0.0, 0.0], [0.0, 0.0, 0.0], [0.0, 0.0, 0.0], [0.0, 0.0, 0.0], [0.0, 0.0, 0.0], [0.0, 0.0, 0.0], [-0.1, 0.0, 0.0], [0.0, 0.0, 0.0], [0.0, 0.0, 0.0], [0.0, 0.0, 0.0], [0.0, 0.0, 0.0], [0.0, -0.1, 0.1], [0.1, -0.1, 0.0], [0.1, 0.0, 0.1], [0.0, -0.1, 0.0], [0.0, 0.0, 0.0], [-0.1, 0.0, 0.0], [0.0, 0.0, 0.0], [0.0, 0.0, 0.0], [0.0, -0.1, 0.0], [-0.1, 0.0, 0.0]]
}

=====

{
  "formula": "C30H44N10S3TeY",
  "method": "ωB97M-V/def2-TZVPD",
  "orbital_gap_ev": 5.03,
  "e_above_lowest_kcal_mol": 16.8,
  "max_force_ev_per_a": 0.8,
  "homo_energy_ev": -2.858,
  "charge": -1,
  "energy_ha": -3218.2208,
  "species": ["Y", "C", "N", "C", "C", "N", "C", "C", "C", "C", "C", "C", "C", "S", "C", "C", "C", "C", "C", "C", "S", "H", "H", "H", "H", "H", "H", "H", "H", "H", "H", "H", "H", "H", "H", "H", "H", "H", "H", "C", "C", "C", "C", "N", "C", "C", "H", "H", "H", "H", "H", "H", "H", "C", "C", "C", "C", "N", "C", "N", "N", "N", "H", "H", "H", "H", "H", "H", "H", "H", "H", "H", "S", "C", "N", "C", "C", "N", "H", "H", "H", "H", "H", "H", "Te", "N", "H", "H", "H"],
  "coordinates": [[-0.3854, 0.2813, -0.6698], [-3.8238, -0.2548, -1.1978], [-2.9992, 0.9698, -1.1161], [-3.4488, 1.7131, 0.0771], [-2.5897, 2.9253, 0.3636], [-1.2836, 2.5455, 0.8890], [-1.3890, 2.0586, 2.2716], [-0.2952, 3.5872, 0.8239], [-0.6408, 4.9285, 0.7206], [0.3341, 5.9148, 0.6851], [1.6683, 5.5560, 0.7663], [2.0139, 4.2223, 0.8715], [1.0547, 3.2155, 0.8966], [1.5594, 1.5325, 0.9650], [-3.1755, 1.7905, -2.3153], [-4.4561, 1.9701, -2.8357], [-4.6818, 2.7415, -3.9599], [-3.5999, 3.3532, -4.5806], [-2.3340, 3.1943, -4.0639], [-2.0823, 2.4268, -2.9161], [-0.4449, 2.3857, -2.3122], [-3.6512, -0.7424, -2.1534], [-4.8864, -0.0245, -1.0573], [-3.5075, -0.9437, -0.4158], [-3.4447, 1.0110, 0.9157], [-4.4948, 2.0323, -0.0571], [-3.1204, 3.5883, 1.0659], [-2.4303, 3.4732, -0.5660], [-2.0749, 2.6891, 2.8578], [-0.4055, 2.0595, 2.7334], [-1.7365, 1.0306, 2.2879], [-1.6805, 5.2157, 0.6545], [0.0452, 6.9538, 0.5863], [2.4460, 6.3088, 0.7319], [3.0569, 3.9316, 0.9044], [-5.2961, 1.4854, -2.3564], [-5.6858, 2.8542, -4.3497], [-3.7410, 3.9530, -5.4711], [-1.4897, 3.6693, -4.5452], [-4.0029, -4.6962, 3.7171], [-3.3524, -3.5986, 2.9296], [-2.6494, -3.8450, 1.7641], [-2.0675, -2.8004, 1.0596], [-2.1345, -1.5220, 1.4454], [-2.8087, -1.2960, 2.5797], [-3.4265, -2.2687, 3.3350], [-3.7265, -5.6745, 3.3265], [-5.0915, -4.6126, 3.6808], [-3.7067, -4.6506, 4.7660], [-2.5383, -4.8503, 1.3780], [-1.5349, -2.9758, 0.1299], [-2.8664, -0.2721, 2.9266], [-3.9494, -1.9856, 4.2393], [3.3520, -3.7731, -3.1417], [4.5971, -3.0241, -3.5923], [4.5514, -2.7133, -5.0830], [4.8742, -1.7836, -2.7347], [3.7097, -0.9423, -2.5284], [3.0681, -0.5995, -1.4026], [1.9940, 0.0698, -1.7251], [1.9951, 0.1592, -3.0767], [3.0098, -0.4340, -3.5647], [3.3015, -4.7417, -3.6379], [2.4418, -3.2252, -3.3947], [3.3353, -3.9283, -2.0640], [5.4715, -3.6670, -3.4139], [3.7222, -2.0502, -5.3202], [4.4153, -3.6368, -5.6470], [5.4724, -2.2411, -5.4303], [5.6610, -1.1654, -3.1756], [5.1976, -2.0833, -1.7356], [3.3757, -0.8836, -0.4146], [0.6358, -1.7095, 3.1211], [2.0013, -1.0030, 3.7615], [3.0922, -1.6602, 4.2392], [4.0286, -0.7455, 4.8618], [3.5774, 0.5995, 4.2654], [2.2077, 0.3218, 3.8842], [2.9871, -2.6244, 4.4979], [5.0566, -0.9932, 4.5913], [3.9408, -0.7483, 5.9551], [4.1774, 0.8800, 3.3931], [3.6251, 1.4093, 4.9946], [1.7130, 0.9283, 3.2135], [-0.8749, -1.9473, -2.2913], [2.1081, -3.1124, -0.0364], [1.8201, -2.5444, 0.7612], [1.8715, -4.0601, 0.2452], [1.4386, -2.8814, -0.7808]],
  "forces_ev_per_angstrom": [[-0.3, 0.7, -0.1], [0.1, -0.1, 0.1], [0.0, 0.0, 0.0], [-0.1, 0.0, 0.0], [0.0, 0.0, -0.1], [0.1, -0.1, 0.1], [0.0, 0.0, 0.1], [0.0, 0.0, 0.0], [0.0, 0.0, 0.0], [0.0, 0.1, 0.0], [0.0, 0.2, 0.0], [0.2, -0.1, 0.0], [0.0, -0.1, -0.1], [0.1, -0.1, 0.4], [0.0, 0.0, 0.0], [0.0, -0.1, 0.1], [-0.1, 0.0, 0.0], [-0.1, 0.0, 0.0], [0.1, 0.0, 0.0], [0.0, 0.0, 0.0], [0.1, 0.0, 0.0], [0.0, 0.0, 0.0], [-0.1, 0.0, 0.0], [-0.1, 0.1, -0.1], [0.0, 0.0, 0.0], [0.1, 0.0, 0.0], [0.0, -0.1, 0.0], [0.0, 0.0, 0.0], [0.1, 0.0, 0.0], [-0.1, 0.0, 0.0], [0.0, 0.0, 0.0], [0.0, 0.0, 0.0], [0.0, 0.0, 0.0], [0.0, 0.0, 0.0], [0.0, 0.0, 0.0], [0.0, 0.0, 0.0], [0.0, 0.0, 0.0], [0.0, 0.0, 0.0], [0.0, 0.0, 0.0], [0.0, -0.1, 0.0], [0.0, 0.1, 0.0], [0.0, 0.0, 0.0], [0.1, 0.1, 0.0], [-0.1, -0.1, 0.2], [0.0, 0.2, -0.1], [0.0, -0.1, 0.0], [0.0, 0.0, 0.0], [0.0, 0.0, 0.0], [0.0, 0.0, 0.0], [0.0, 0.0, 0.0], [0.0, 0.0, -0.1], [0.0, 0.0, 0.0], [0.0, 0.0, 0.0], [-0.1, 0.0, 0.0], [0.3, -0.1, 0.1], [0.0, 0.0, -0.1], [0.1, 0.1, 0.2], [-0.4, 0.2, 0.2], [0.1, -0.3, -0.2], [-0.2, 0.0, -0.4], [0.1, 0.0, -0.2], [0.1, 0.1, 0.1], [0.0, -0.1, 0.0], [0.0, 0.0, 0.0], [0.1, 0.0, 0.0], [-0.1, 0.0, 0.0], [0.0, 0.0, 0.0], [0.0, 0.0, 0.0], [0.0, 0.0, 0.0], [0.0, -0.1, 0.0], [0.0, 0.0, -0.1], [0.0, 0.0, 0.0], [0.1, -0.1, 0.1], [-0.3, -0.1, -0.1], [-0.1, 0.0, -0.1], [0.2, 0.1, 0.1], [0.2, 0.2, 0.1], [-0.3, 0.1, -0.1], [0.1, 0.0, 0.0], [0.0, 0.1, 0.1], [0.0, 0.0, -0.1], [0.0, 0.0, 0.0], [0.1, 0.0, 0.0], [0.3, -0.2, 0.1], [0.2, -0.5, -0.2], [0.0, 0.0, 0.2], [0.0, 0.0, 0.0], [0.0, 0.0, -0.1], [0.0, 0.0, 0.0]]
}